Record 1
57
Properties=species:S:1:pos:R:3:forces:R:3:lowdin_spin:R:1 method="wB97M-V/def2-TZVPD" total_charge=+1 mol_weight_g_mol=446.27 de_lowest_kcal_mol=15.1 multiplicity=5 e_homo_ha="-0.3714 / -0.3843" homo_lumo_gap_ev="7.235 / 5.490" s2=6.085
Fe 0.265500 -0.195606 -0.231107 -0.8 0.0 3.6 2.573
P -1.911474 0.044908 -0.502443 -0.1 1.9 -0.7 0.054
C -1.818131 0.229131 -2.334844 -0.8 -2.8 -0.3 0.472
C -0.543248 0.166101 -2.931902 2.0 0.2 0.1 0.047
N 0.554692 0.072045 -2.047522 1.1 0.7 -2.9 0.137
C 1.851186 0.237576 -2.474658 -1.2 0.3 0.3 0.033
C 2.100411 0.691827 -3.762524 -0.2 0.0 -0.4 0.127
C 1.044345 0.749651 -4.671091 -0.3 -0.3 0.1 0.019
C -0.233212 0.329616 -4.312128 -0.9 0.4 0.5 0.136
C 2.967481 0.060787 -1.466751 -0.2 -0.7 1.1 0.000
P 2.296317 -0.993695 -0.011843 1.4 0.6 -1.2 0.022
H -1.073846 0.237209 -5.019309 0.7 0.4 0.2 0.004
H 3.109510 0.975425 -4.045741 -0.2 0.0 0.0 0.006
H 1.194593 1.142549 -5.666259 0.2 -0.3 -0.1 -0.001
H 3.859538 -0.456746 -1.859584 -0.4 0.4 -0.2 -0.001
H 3.287119 1.020304 -1.026553 -0.2 -0.2 -0.3 -0.001
H -2.726910 -2.933621 -3.086878 0.9 -1.7 1.0 0.001
H -2.738654 0.072959 -2.915839 0.6 0.5 -0.1 0.019
H -0.103942 -3.850502 -0.500494 -0.7 -0.9 1.8 0.002
O -2.386148 -3.682780 -2.503468 0.3 1.2 -1.3 0.003
H -1.597819 -4.065290 -2.960773 -1.1 0.5 0.4 0.000
H -0.059975 -1.505475 0.340819 -0.4 -1.4 0.3 0.003
O -0.103389 -4.398757 0.340722 -1.3 0.9 -0.2 0.004
H -0.975384 -4.281061 0.848482 1.9 0.0 -1.6 0.000
C 2.843126 -2.645177 -0.539063 -0.5 -0.2 0.2 0.008
H 3.891601 -2.637675 -0.882937 -0.5 -0.1 0.2 0.000
H 2.683312 -3.328420 0.305766 0.2 0.0 -0.2 0.001
H 2.169802 -2.989369 -1.334795 0.3 0.1 0.0 0.000
C 3.354312 -0.602803 1.405400 0.0 0.1 0.4 0.005
H 3.181471 -1.367032 2.174128 0.0 0.2 -0.1 0.000
H 4.424666 -0.595280 1.161951 -0.3 -0.1 -0.1 0.000
H 3.080509 0.370737 1.825599 0.0 -0.2 -0.1 0.000
C -2.459908 1.814972 -0.559239 -0.2 0.5 0.1 0.056
H -3.508047 1.760592 -0.926230 0.5 0.3 0.4 0.000
H -2.358162 2.439359 0.351107 -0.1 -0.6 -0.4 0.008
H -1.873556 2.270012 -1.387152 -0.3 0.0 0.8 0.010
C -3.354198 -0.836235 0.169370 -0.1 -0.5 -0.5 0.008
H -3.415409 -0.820893 1.267016 0.4 0.3 -0.3 0.001
H -4.264948 -0.389986 -0.231922 0.0 -0.1 0.0 0.000
H -3.279889 -1.881694 -0.141817 -0.1 0.0 0.0 0.000
C -1.848571 1.073744 4.819769 0.5 1.0 0.0 -0.005
C -1.773966 -0.099581 4.042421 0.2 0.1 -0.3 0.008
C -1.033307 -0.125913 2.879907 -0.1 0.1 0.2 0.003
C -0.344328 1.039272 2.446498 0.3 1.5 0.2 0.027
C 0.327743 1.181045 1.206571 0.6 -1.1 -2.0 0.080
C 0.994097 2.303713 0.749185 -0.6 0.0 1.1 0.066
C 1.005302 3.436799 1.588035 -0.2 0.3 0.6 0.003
C 0.326265 3.389942 2.797432 0.3 0.2 -0.1 0.036
C -0.364113 2.225338 3.256149 -0.2 -0.6 -0.4 0.003
C -1.127360 2.202600 4.449003 -0.2 -0.1 0.3 0.008
H -2.459878 1.111158 5.722607 0.2 -0.1 -0.2 0.000
H -2.305234 -0.985055 4.370136 0.0 0.0 0.0 0.001
H -0.970233 -1.043895 2.293859 0.0 0.3 0.1 0.004
H 1.476464 2.354776 -0.237052 -0.2 -0.1 0.4 0.009
H 1.539705 4.324928 1.254252 -0.2 0.0 0.3 0.000
H 0.296823 4.264482 3.454348 0.1 -0.2 -0.3 0.002
H -1.112649 3.118982 5.051388 -0.3 -0.5 -0.1 0.000


Record 2
55
Properties=species:S:1:pos:R:3:forces:R:3:lowdin_spin:R:1 method="wB97M-V/def2-TZVPD" total_charge=+1 mol_weight_g_mol=530.79 de_lowest_kcal_mol=0.0 multiplicity=5 e_homo_ha="-0.2942 / -0.4114" homo_lumo_gap_ev="5.333 / 6.233" s2=6.008
C 0.579730 -1.235787 4.005360 -0.9 -0.2 0.4 0.132
C 0.181688 -1.764573 2.705490 0.8 -2.2 0.0 0.096
C 1.298940 -1.607620 1.800988 0.0 -0.3 0.5 0.159
H -0.770518 -2.213902 2.393786 0.6 0.0 0.5 0.007
C 2.303363 -0.820701 2.440494 1.2 -1.4 0.6 0.123
C 1.886266 -0.603597 3.825938 1.6 0.0 -0.2 0.116
H 2.411019 0.119158 4.480541 -0.3 -1.2 -0.1 0.009
H -0.153460 -0.987954 4.811958 1.1 -0.9 -0.5 0.009
H 1.376647 -1.955693 0.769843 -0.1 0.1 0.6 0.017
H 3.204937 -0.482825 1.915473 -0.3 -0.3 0.6 0.011
Ir 0.479384 0.335816 2.610327 -1.3 2.2 -2.1 1.983
C 0.000412 2.186742 -0.753886 -0.4 1.2 2.4 0.059
H 0.788844 1.500886 -0.432230 0.4 0.4 -0.2 0.031
H -0.057325 3.075028 0.037533 -0.1 -2.0 -1.5 0.004
H -0.903449 1.509325 -0.714439 0.6 1.4 -0.5 0.027
Si -0.225351 -1.196847 -1.031768 0.2 0.3 -3.3 0.538
C -1.661655 -1.137795 -2.316402 -0.6 -1.1 0.7 0.066
C -2.403006 -2.333962 -2.235171 -1.1 0.0 0.2 0.029
H -2.195903 -3.074378 -1.456443 0.2 0.1 -0.4 0.005
C -3.564670 -2.556858 -2.999654 0.2 -0.1 -0.1 0.003
H -4.135767 -3.471469 -2.880246 0.2 0.0 0.1 0.000
C -4.022494 -1.616392 -3.916564 0.4 -0.3 0.3 0.010
H -4.930793 -1.805192 -4.523256 0.7 0.3 0.5 0.001
C -3.276427 -0.444484 -4.015717 -0.2 -0.1 -0.4 -0.002
H -3.661903 0.294726 -4.701543 0.3 0.3 0.0 0.000
C -2.114157 -0.221496 -3.275226 -0.4 0.0 0.5 0.010
H -1.647292 0.738740 -3.351687 0.4 0.4 -0.2 0.001
C 1.261959 -1.559210 -2.317713 -0.5 -0.1 0.1 0.075
C 1.065510 -2.091897 -3.617153 0.0 -0.1 -0.6 0.018
H 0.076724 -2.171685 -4.093209 0.3 -0.2 0.7 0.001
C 2.152820 -2.460877 -4.444140 -0.4 0.0 0.2 0.001
H 2.003130 -2.925915 -5.418863 -0.4 0.2 0.2 0.000
C 3.466352 -2.278035 -4.038499 -0.3 -0.1 0.5 0.008
H 4.321239 -2.633134 -4.621572 -0.4 0.2 0.1 0.000
C 3.653957 -1.643254 -2.821762 0.1 0.1 0.3 -0.001
H 4.659639 -1.454100 -2.493219 0.3 0.2 0.2 0.000
C 2.587361 -1.277920 -1.997831 0.2 0.1 0.0 0.013
H 2.777470 -0.680007 -1.114850 0.3 -0.2 0.3 0.003
H -0.597041 -2.218906 -0.019539 0.1 -0.2 -0.2 0.071
H 0.240944 2.740785 -1.655562 -0.3 -0.7 -0.4 0.002
N -1.350552 1.277290 2.594409 -3.6 3.0 -0.2 0.108
C -1.555424 2.847667 2.473879 -0.3 -0.9 0.4 0.027
C -0.772060 3.543583 3.612435 -0.4 -0.1 0.0 0.003
C 0.631870 3.010197 3.835119 1.6 0.1 -1.4 0.037
N 1.139923 2.347742 2.547508 1.2 2.6 0.3 0.130
H -1.785784 1.109157 3.517197 -0.1 -0.3 -0.8 0.008
H -1.980088 0.893495 1.869037 0.2 0.0 0.7 0.011
H -1.300982 3.202131 1.449957 -0.1 -0.5 0.9 0.001
H -2.649489 3.001961 2.632715 0.9 0.1 -0.3 0.005
H -0.695257 4.614755 3.375403 -0.3 -0.3 0.2 0.001
H -1.322647 3.394478 4.560433 0.1 0.4 -0.5 0.000
H 1.386130 3.813376 4.079089 -1.1 -0.7 0.2 0.008
H 0.685966 2.203605 4.582751 -0.1 0.5 0.0 0.009
H 2.152001 2.265533 2.638129 -0.1 0.3 -0.2 0.006
H 0.959270 2.900285 1.692352 0.2 -0.1 0.7 0.013


Record 3
58
Properties=species:S:1:pos:R:3:forces:R:3:mulliken_charge:R:1 method="wB97M-V/def2-TZVPD" mol_weight_g_mol=390.48 smiles="CCOCCCNC(=O)c1cn(CC(C)C)c(=O)c2cc(OC)c(OC)cc12" de_lowest_kcal_mol=33.7 e_homo_ha=-0.2873 homo_lumo_gap_ev=8.548
C -1.893497 -2.069360 1.397382 0.3 -0.1 0.3 -1.139
C -0.817503 -2.501363 2.381337 -0.1 -0.1 -0.2 -0.070
O -0.704211 -1.506674 3.379792 -0.3 0.1 -0.1 -0.446
C 0.127944 -1.837064 4.470241 0.3 -0.2 0.3 -0.643
C 1.630916 -1.834709 4.164562 -0.3 0.3 -0.2 -0.501
H 2.162460 -2.111363 5.075795 0.0 -0.1 0.0 0.429
H 1.859720 -2.580125 3.401090 0.1 -0.1 0.0 0.241
C 2.128211 -0.466197 3.684073 0.2 -0.3 0.1 -0.952
N 1.494239 -0.072190 2.448215 -0.1 0.2 0.1 -0.231
C 2.031000 -0.406219 1.249329 -0.2 0.1 -0.1 -0.282
O 3.155457 -0.859065 1.123698 0.2 -0.2 0.0 -0.729
C 1.119671 -0.221362 0.085101 0.2 -0.4 -0.4 0.993
C 1.219919 -1.149053 -0.901969 0.3 0.3 0.9 -0.719
N 0.400340 -1.202901 -1.978483 -0.2 0.1 -0.1 0.452
C -0.680409 -0.342387 -2.123955 -0.2 -0.1 0.0 0.758
O -1.474680 -0.484222 -3.041009 -0.1 0.1 -0.1 -0.739
C -0.769133 0.714100 -1.124304 0.1 0.3 0.4 -0.959
C -1.774620 1.671947 -1.279963 0.0 0.1 0.0 -0.362
C -1.912472 2.739438 -0.418724 -0.1 0.0 -0.1 1.292
C -0.975154 2.877432 0.637664 0.2 -0.1 0.1 0.439
C 0.010444 1.916540 0.796959 -0.2 0.2 0.0 -1.045
C 0.126517 0.809393 -0.045491 -0.4 0.1 -0.4 -0.023
H 0.716897 2.074180 1.595488 0.0 0.0 0.1 0.672
O -0.920475 3.872894 1.558915 0.1 -0.4 -0.2 -0.479
C -1.768316 4.998412 1.495318 -0.3 0.5 0.1 -0.792
H -2.815796 4.725697 1.636258 0.1 0.0 0.0 0.256
H -1.658267 5.534484 0.550641 0.0 0.0 0.1 0.298
H -1.445591 5.639459 2.315733 0.0 0.0 -0.1 0.300
O -2.903123 3.677819 -0.539393 0.4 -0.1 0.3 -0.484
C -3.820367 3.548008 -1.598670 -0.2 0.0 -0.2 -0.941
H -4.381724 2.611259 -1.531833 0.0 0.0 0.0 0.349
H -4.504556 4.388746 -1.492619 0.0 -0.1 -0.1 0.254
H -3.322619 3.605121 -2.571373 0.0 0.0 0.0 0.353
H -2.437841 1.534494 -2.118607 -0.1 0.0 -0.1 0.615
C 0.627842 -2.193910 -3.010454 0.0 -0.3 -0.7 -1.690
H 0.940347 -3.130389 -2.541224 -0.1 0.1 0.0 0.482
H -0.331765 -2.342882 -3.512949 0.2 -0.1 0.1 0.507
C 1.674783 -1.756964 -4.051740 0.0 0.1 0.2 0.864
C 1.296237 -0.417852 -4.678890 -0.1 -0.3 -0.1 -1.482
H 1.956301 -0.192696 -5.513228 0.1 0.1 -0.1 0.480
H 0.270981 -0.438606 -5.038972 -0.1 0.1 -0.1 0.357
H 1.384895 0.384643 -3.948901 0.0 0.1 0.1 0.231
C 3.081961 -1.693022 -3.463014 -0.2 -0.1 -0.2 -1.456
H 3.152073 -0.918942 -2.702180 0.1 0.1 0.1 0.302
H 3.363117 -2.645636 -3.018581 0.1 -0.1 0.1 0.366
H 3.799617 -1.460396 -4.246380 0.1 0.0 0.0 0.428
H 1.661006 -2.525549 -4.833019 0.0 0.0 0.1 0.363
H 1.974403 -1.919065 -0.833278 0.0 0.0 0.0 0.580
H 0.491881 0.048307 2.504495 0.1 -0.1 -0.2 0.472
H 1.919522 0.295525 4.440551 0.1 0.0 0.0 0.411
H 3.203742 -0.510473 3.497318 -0.1 0.1 0.1 0.426
H -0.157984 -2.821758 4.870771 0.0 0.1 0.0 0.406
H -0.092464 -1.076487 5.225189 0.0 -0.1 0.0 0.342
H 0.138717 -2.632615 1.853542 -0.1 0.0 0.1 0.107
H -1.086594 -3.461811 2.847015 0.1 0.1 0.0 0.494
H -1.999594 -2.813192 0.612874 0.0 -0.1 -0.1 0.372
H -1.629355 -1.116016 0.947019 0.0 0.1 -0.1 0.071
H -2.843050 -1.955386 1.912837 -0.1 0.0 0.0 0.397


Record 4
55
Properties=species:S:1:pos:R:3:forces:R:3:lowdin_spin:R:1 method="wB97M-V/def2-TZVPD" total_charge=+1 mol_weight_g_mol=507.50 multiplicity=3 e_homo_ha="-0.3473 / -0.3456" homo_lumo_gap_ev="6.229 / 6.219" s2=2.003
C -2.105607 -0.338368 -0.915948 0.0 -1.0 -0.6 0.000
C -1.159097 -0.181831 -1.984476 -0.2 -0.4 0.0 -0.001
C -0.204400 -1.260890 -1.911061 -0.8 -0.3 0.0 -0.003
H -1.151177 0.627834 -2.737414 0.1 -0.7 0.6 0.000
C -0.549448 -2.098008 -0.801557 -1.3 -0.2 -0.7 -0.001
C -1.731873 -1.522898 -0.179633 -0.7 -1.0 -1.4 -0.004
H -2.262081 -1.934958 0.687289 0.0 0.0 -0.7 0.000
H -2.946721 0.335766 -0.679347 0.6 -0.5 -0.2 0.000
H 0.648291 -1.400806 -2.593421 -0.6 0.1 0.5 0.000
H -0.018772 -3.003747 -0.469529 -0.4 0.5 -0.2 0.000
Tm -0.014993 -0.052035 0.188881 2.8 3.2 1.7 2.020
C 4.892178 4.534777 -1.330108 0.1 0.1 0.0 0.000
H 5.202560 3.531764 -1.005207 -0.1 0.3 -0.1 0.000
H 4.839329 4.569567 -2.428055 0.0 0.0 0.4 0.000
H 3.909871 4.780568 -0.903136 0.3 -0.1 -0.2 0.000
Si 1.318220 2.182305 -1.046253 -0.6 -2.1 1.1 -0.005
C 0.231579 3.619938 -0.978782 -0.2 1.3 -0.3 -0.001
C -1.045201 3.621168 -1.569207 0.0 0.6 0.3 -0.001
H -1.453336 2.709031 -2.015178 0.2 0.3 0.1 0.000
C -1.802464 4.795145 -1.578159 -0.1 0.0 0.0 0.000
H -2.790022 4.796795 -2.047681 0.3 0.0 0.2 0.000
C -1.310075 5.968244 -0.987663 0.3 -0.3 0.0 -0.001
H -1.912721 6.883512 -0.985510 0.3 -0.4 0.0 0.000
C -0.037215 5.953732 -0.398034 -0.3 0.3 0.1 0.000
H 0.353490 6.863264 0.064016 -0.1 -0.2 -0.2 0.000
C 0.735341 4.793131 -0.393906 -0.7 0.2 -0.2 -0.001
H 1.729848 4.790192 0.060599 -0.3 0.1 -0.2 0.000
C 1.763567 1.669890 -2.733563 0.6 0.1 -1.5 -0.001
C 1.482528 2.586902 -3.761793 0.2 -0.5 -0.3 0.000
H 1.020606 3.548086 -3.517488 0.2 -0.3 -0.1 0.000
C 1.776518 2.274520 -5.091099 0.1 -0.1 -0.2 0.000
H 1.545568 2.998321 -5.876192 0.1 -0.2 0.2 0.000
C 2.371712 1.051949 -5.425918 -0.1 0.1 0.4 0.000
H 2.608634 0.814827 -6.467875 -0.1 0.1 0.4 0.000
C 2.664499 0.135772 -4.404824 0.1 0.0 0.0 0.000
H 3.135109 -0.821333 -4.651847 -0.2 0.3 0.1 0.000
C 2.365950 0.437117 -3.073423 -0.2 0.5 -0.4 0.000
H 2.586165 -0.306636 -2.297459 0.0 0.3 -0.2 0.000
H 2.529829 2.447929 -0.268004 0.5 0.4 0.1 0.000
H 5.632471 5.271595 -0.981697 -0.3 -0.3 -0.1 0.000
N -0.609316 -0.691409 2.279052 -0.7 -1.4 1.6 -0.002
C 0.160262 0.277951 3.237219 -1.0 0.2 -0.3 0.000
C 1.492450 -0.363945 3.525475 0.2 -0.2 0.1 0.000
C 2.181651 -0.841226 2.248591 0.8 0.2 -0.7 0.000
N 2.176440 0.262989 1.202452 1.0 -0.8 0.6 -0.001
H -1.446798 -1.352722 2.135538 0.2 2.1 -1.6 0.000
H -0.972830 -1.137208 3.131337 1.0 -0.8 1.5 0.000
H 0.291902 1.212477 2.685471 -0.1 0.1 0.3 0.000
H -0.460130 0.433390 4.134746 0.5 0.3 -0.4 0.000
H 2.089053 0.386526 4.056166 0.1 -0.1 -0.1 0.000
H 1.392844 -1.227179 4.200957 -0.1 0.3 -0.2 0.000
H 3.235216 -1.090552 2.454525 -0.5 -0.4 0.1 0.000
H 1.645833 -1.719949 1.843124 0.4 0.3 0.2 0.000
H 2.472883 -0.027538 0.239898 0.0 -0.2 0.9 0.000
H 2.999381 0.848284 1.444315 -1.2 0.2 -0.3 0.000